{
  "formula": "C40H23ClIN10O7V",
  "method": "ωB97M-V/def2-TZVPD",
  "elements": ["V", "C", "C", "N", "C", "C", "N", "C", "C", "C", "C", "C", "N", "C", "C", "N", "C", "C", "N", "C", "C", "C", "N", "C", "C", "H", "H", "H", "H", "H", "H", "H", "H", "H", "H", "H", "H", "O", "C", "O", "C", "C", "N", "N", "C", "C", "O", "O", "H", "H", "H", "Cl", "C", "C", "C", "I", "C", "O", "C", "N", "C", "C", "C", "C", "H", "H", "H", "H", "O", "C", "N", "C", "O", "C", "C", "C", "C", "C", "C", "H", "H", "H", "H"],
  "positions_angstrom": [[-0.5743, -0.3685, -0.8601], [-3.1374, 2.7788, -2.1026], [-2.4938, 1.5706, -2.1032], [-1.8193, 1.1476, -1.0205], [-1.9261, 1.8891, 0.1095], [-2.5145, 3.1557, 0.0491], [-3.0992, 3.6150, -1.0367], [-1.5384, 1.1608, 1.2886], [-1.6282, 1.6598, 2.5865], [-1.4524, 0.8273, 3.6645], [-1.2306, -0.5371, 3.3956], [-1.1103, -0.9775, 2.1095], [-1.2079, -0.1558, 1.0241], [-0.8727, -2.4327, 1.8993], [0.2569, -3.0499, 2.4346], [0.4827, -4.3512, 2.2858], [-0.4219, -5.0308, 1.5817], [-1.5386, -4.4152, 1.0412], [-1.7731, -3.1167, 1.2050], [-1.4917, 1.3416, 5.0509], [-0.6460, 0.8250, 6.0276], [-0.6875, 1.3504, 7.3094], [-1.5036, 2.3361, 7.6847], [-2.3198, 2.8205, 6.7474], [-2.3536, 2.3640, 5.4395], [-3.6731, 3.1212, -2.9784], [-2.4829, 0.9236, -2.9704], [-2.5214, 3.8072, 0.9168], [-1.8248, 2.7141, 2.7348], [-1.1477, -1.2518, 4.2040], [1.0033, -2.4597, 2.9530], [-0.2460, -6.0931, 1.4501], [-2.2617, -4.9729, 0.4540], [0.0565, 0.0374, 5.7812], [-0.0251, 0.9657, 8.0779], [-2.9891, 3.6136, 7.0640], [-3.0627, 2.7813, 4.7351], [0.6083, 1.2474, -6.8768], [0.6470, 2.4913, -6.4545], [0.8672, 3.4244, -7.1989], [0.3954, 2.7298, -5.0027], [0.3440, 4.0001, -4.4969], [0.0699, 3.8770, -3.1863], [-0.0490, 2.6104, -2.7857], [0.1440, 1.8873, -3.8738], [0.0845, 0.3818, -3.8284], [0.0877, -0.1943, -4.9271], [0.0089, -0.2637, -2.7306], [0.4009, 0.6305, -6.1067], [0.4738, 4.9467, -4.9953], [-0.0462, 4.6085, -2.5103], [-0.3286, -6.6893, -3.5338], [-0.8495, -5.1496, -2.8881], [-2.1438, -4.7546, -3.0570], [-2.5823, -3.5137, -2.5666], [-4.5641, -2.9254, -2.8189], [-1.7351, -2.6371, -1.9029], [-2.0784, -1.4678, -1.4695], [-0.3843, -3.0993, -1.6908], [0.4081, -2.2590, -0.9600], [1.6559, -2.5987, -0.7459], [2.2068, -3.7933, -1.2384], [1.4268, -4.6528, -1.9558], [0.0729, -4.3304, -2.1961], [-2.8327, -5.4034, -3.5807], [2.2515, -1.9134, -0.1588], [3.2486, -4.0135, -1.0459], [1.8291, -5.5811, -2.3393], [1.5099, -0.2324, 2.0443], [1.9258, 0.4246, 1.1016], [1.4143, 0.4836, -0.1819], [2.4236, 1.0635, -0.9767], [2.5420, 1.0385, -2.1777], [3.4707, 1.6692, -0.0788], [4.5940, 2.4207, -0.3527], [5.4046, 2.7741, 0.7239], [5.1010, 2.3580, 2.0205], [3.9729, 1.5790, 2.2745], [3.1705, 1.2647, 1.1980], [4.8341, 2.7237, -1.3656], [6.2894, 3.3757, 0.5510], [5.7565, 2.6365, 2.8368], [3.7290, 1.2323, 3.2718]],
  "homo_energy_ev": [-3.834, -5.481],
  "gap_ev": [5.7, 6.8],
  "fmax_ev_per_a": 1.6,
  "spin_multiplicity": 4,
  "e_above_lowest_kcal_mol": 22.7,
  "charge": -1
}

***

{
  "formula": "C20H17AlBCl56O2",
  "method": "ωB97M-V/def2-TZVPD",
  "elements": ["C", "C", "C", "C", "C", "Al", "C", "B", "O", "O", "H", "H", "H", "H", "H", "H", "H", "H", "H", "H", "H", "H", "H", "H", "H", "H", "H", "C", "Cl", "Cl", "Cl", "Cl", "C", "Cl", "Cl", "Cl", "Cl", "C", "Cl", "Cl", "Cl", "Cl", "C", "Cl", "Cl", "Cl", "Cl", "C", "Cl", "Cl", "Cl", "Cl", "C", "Cl", "Cl", "Cl", "Cl", "C", "Cl", "Cl", "Cl", "Cl", "C", "Cl", "Cl", "Cl", "Cl", "C", "Cl", "Cl", "Cl", "Cl", "C", "Cl", "Cl", "Cl", "Cl", "C", "Cl", "Cl", "Cl", "Cl", "C", "Cl", "Cl", "Cl", "Cl", "C", "Cl", "Cl", "Cl", "Cl", "C", "Cl", "Cl", "Cl", "Cl"],
  "positions_angstrom": [[-2.4640, -9.0960, 1.6523], [-0.9534, -8.3863, 1.6703], [-0.2173, -8.7114, 3.1027], [-1.1834, -6.7727, 1.4930], [0.1306, -5.9923, 0.8136], [-0.5707, -4.1843, 0.1424], [0.7977, -3.0462, -0.8804], [0.3096, -1.4537, -0.6829], [-0.9489, -0.9939, -1.3684], [1.0980, -0.5543, 0.1854], [-2.4770, -10.1503, 2.1798], [-3.1754, -8.3753, 2.2588], [-2.8666, -9.1608, 0.5460], [-0.3055, -8.7429, 0.7353], [-0.2427, -9.8834, 3.2441], [-0.8535, -8.2585, 3.9985], [0.8609, -8.2506, 3.1282], [-2.0716, -6.6243, 0.7120], [-1.5076, -6.2083, 2.4659], [0.9871, -5.8111, 1.6045], [0.6191, -6.6526, -0.0480], [-0.9747, -3.3262, 1.4469], [-1.8345, -4.4890, -0.7859], [1.8886, -3.1162, -0.4060], [0.9305, -3.3258, -2.0159], [-1.5686, -0.8071, -0.5796], [1.9803, -0.4224, -0.2707], [-0.3784, -1.3192, -5.4082], [-0.4522, -1.1623, -7.1814], [-1.8294, -0.5796, -4.6856], [-0.3085, -3.0439, -4.9670], [1.0766, -0.4908, -4.7987], [3.0392, 2.8406, 0.1506], [2.3377, 3.0370, 1.7765], [4.0072, 4.2801, -0.2564], [4.0824, 1.3966, 0.1243], [1.7295, 2.6490, -1.0422], [-4.9290, -3.0674, -5.6009], [-3.9461, -2.4849, -6.9681], [-5.5445, -4.6993, -5.9647], [-3.9253, -3.1255, -4.1300], [-6.3002, -1.9597, -5.3409], [1.4691, 5.5897, -4.0615], [0.5587, 7.0359, -3.5573], [0.3411, 4.2315, -4.3011], [2.3238, 5.9281, -5.5877], [2.6528, 5.1632, -2.7999], [2.7471, -5.5249, -4.8578], [2.8023, -6.2960, -6.4630], [2.6318, -3.7575, -5.0516], [1.3256, -6.1181, -3.9624], [4.2290, -5.9278, -3.9541], [3.6417, -8.9874, 1.1791], [2.7314, -7.5412, 1.6833], [2.5137, -10.3456, 0.9395], [4.4964, -8.6489, -0.3472], [4.8254, -9.4138, 2.4407], [-6.4663, -9.1023, 1.5949], [-6.0679, -7.3870, 1.8656], [-8.2318, -9.2845, 1.4384], [-5.6763, -9.6669, 0.1011], [-5.8892, -10.0710, 2.9746], [1.7231, 2.0900, 5.6490], [2.6805, 0.8576, 4.7894], [0.1028, 1.4408, 6.0062], [2.5398, 2.5200, 7.1730], [1.5693, 3.5418, 4.6275], [-1.7056, 10.2771, -1.6179], [-0.7482, 9.0447, -2.4776], [-3.3259, 9.6279, -1.2607], [-0.8889, 10.7071, -0.0939], [-1.8594, 11.7289, -2.6395], [-4.4953, 11.8363, 2.2707], [-5.4056, 13.2825, 2.7749], [-5.6232, 10.4781, 2.0312], [-3.6406, 12.1747, 0.7445], [-3.3116, 11.4098, 3.5324], [5.5589, 3.8139, -7.2529], [5.8794, 2.0776, -7.4920], [4.3971, 4.3780, -8.4803], [4.8781, 4.0737, -5.6270], [7.0810, 4.7263, -7.4122], [-4.9820, 16.9485, 4.9634], [-5.6836, 17.1448, 6.5894], [-4.0140, 18.3879, 4.5564], [-3.9388, 15.5044, 4.9371], [-6.2917, 16.7568, 3.7706], [6.9471, 2.4289, -2.5260], [7.3455, 4.1443, -2.2553], [5.1816, 2.2468, -2.6826], [7.7371, 1.8643, -4.0199], [7.5242, 1.4603, -1.1464], [0.7530, 2.7351, 10.6491], [-0.3369, 2.0590, 11.8859], [0.6594, 4.5140, 10.6835], [2.4254, 2.2218, 10.9867], [0.2640, 2.1456, 9.0404]],
  "homo_energy_ev": -5.142,
  "gap_ev": 5.9,
  "fmax_ev_per_a": 3.9,
  "spin_multiplicity": 1,
  "charge": -1
}

***

{
  "formula": "C45H47BCuF3N7S3",
  "method": "ωB97M-V/def2-TZVPD",
  "elements": ["Cu", "C", "C", "C", "C", "N", "N", "B", "N", "N", "C", "C", "C", "C", "C", "S", "C", "C", "C", "C", "N", "N", "C", "C", "C", "C", "C", "S", "C", "C", "C", "C", "C", "S", "C", "C", "C", "C", "H", "H", "H", "H", "H", "H", "H", "H", "H", "H", "H", "H", "H", "H", "H", "H", "H", "H", "H", "H", "H", "H", "H", "H", "H", "H", "H", "H", "H", "H", "H", "H", "H", "H", "H", "H", "H", "H", "H", "F", "C", "F", "F", "C", "C", "C", "C", "C", "C", "C", "C", "H", "H", "H", "H", "N", "C", "C", "C", "C", "C", "C", "C", "C", "C", "H", "H", "H", "H"],
  "positions_angstrom": [[2.3614, -0.1846, 0.7020], [2.0178, -5.2777, -1.1015], [1.1370, -4.1531, -1.5269], [0.0689, -4.2535, -2.3554], [-0.8787, -3.1824, -2.6013], [-0.9705, -2.1727, -1.7593], [0.0610, -2.0768, -0.8918], [-0.2730, -1.1497, 0.1699], [-0.9138, 0.1691, -0.2947], [-2.1925, 0.2916, 0.0324], [-2.8866, 1.3218, -0.4101], [-2.3025, 2.1635, -1.3655], [-0.9729, 2.1175, -1.6899], [-0.2769, 3.0343, -2.6964], [-0.2318, 1.0769, -1.0864], [1.3714, 0.7804, -1.3134], [-4.2492, 1.5292, 0.1178], [-5.2504, 1.2997, -1.0443], [-4.4918, 0.5652, 1.2301], [-4.3707, 2.9624, 0.7424], [-0.4517, -1.5942, 1.5557], [-1.3040, -2.6994, 1.6072], [-1.6011, -3.2356, 2.7694], [-0.8952, -2.7751, 3.9405], [-0.0576, -1.7256, 3.9087], [0.5731, -1.2334, 5.1725], [0.1949, -1.0264, 2.6428], [1.0682, 0.4162, 2.5823], [-2.6684, -4.3442, 2.8045], [-1.9537, -5.4763, 3.5196], [-3.0968, -4.8908, 1.4636], [-3.8807, -3.8325, 3.5140], [1.1619, -2.9136, -0.8076], [2.5426, -2.4222, 0.0461], [-1.8446, -3.1665, -3.7306], [-3.2528, -2.9562, -3.0955], [-1.5244, -2.0219, -4.6967], [-1.7644, -4.4406, -4.4830], [3.0223, -4.9107, -1.0520], [1.8955, -6.0765, -1.8487], [1.7580, -5.6138, -0.0481], [-0.0959, -5.2144, -2.8451], [-2.9038, 2.9992, -1.7384], [-1.1010, 3.3738, -3.4245], [0.4696, 2.5065, -3.3142], [0.1029, 3.9229, -2.1772], [-5.0277, 0.3081, -1.5547], [-5.1585, 2.0537, -1.8620], [-6.3157, 1.3311, -0.7221], [-4.1745, -0.4334, 0.9098], [-5.5498, 0.4998, 1.2985], [-4.0207, 0.8009, 2.2254], [-3.9990, 3.7703, 0.0997], [-3.6782, 3.0458, 1.5976], [-5.4104, 3.2068, 1.1403], [-0.9744, -3.4548, 4.7931], [0.6115, -2.0753, 5.8866], [0.1306, -0.3013, 5.5541], [1.5923, -0.9043, 4.9681], [-0.9846, -5.8674, 2.9560], [-2.6543, -6.3802, 3.6074], [-1.6034, -5.2076, 4.5491], [-2.3043, -5.2987, 0.8570], [-3.5037, -4.0811, 0.9117], [-3.8461, -5.7520, 1.5910], [-3.7139, -3.6028, 4.6421], [-4.6852, -4.6516, 3.5429], [-4.2763, -2.9375, 3.0287], [-3.4544, -1.9262, -2.7850], [-3.2353, -3.6228, -2.1801], [-4.0970, -3.3149, -3.7542], [-1.4104, -1.1181, -4.0888], [-2.4150, -1.8461, -5.3315], [-0.7045, -2.2294, -5.3687], [-1.9814, -5.3744, -4.0191], [-0.7604, -4.5324, -4.8674], [-2.4839, -4.2937, -5.3389], [0.4131, 10.4259, 0.5798], [1.7160, 10.2546, 0.2572], [1.9790, 10.7799, -1.0077], [2.4700, 11.0886, 1.1705], [2.1866, 8.8816, 0.3969], [1.9234, 8.2650, 1.6609], [2.2697, 6.9393, 1.9658], [2.9302, 6.1969, 0.9733], [3.2634, 6.8792, -0.2732], [2.8524, 8.2014, -0.5669], [3.2659, 4.8456, 1.0970], [3.4938, 3.6438, 0.7689], [1.2913, 8.8641, 2.3171], [2.0073, 6.4865, 2.9281], [3.7149, 6.2507, -1.0375], [3.1492, 8.5848, -1.5423], [9.8935, -1.1152, -1.8588], [8.8707, -0.8072, -1.4300], [7.6122, -0.3607, -0.9866], [7.5596, 0.3986, 0.1729], [6.3140, 0.9432, 0.5874], [5.1205, 0.4759, 0.0675], [5.1628, -0.4830, -1.0351], [6.3550, -0.8061, -1.6241], [3.8875, 1.1039, 0.3889], [3.9173, 2.3888, 0.6646], [8.4145, 0.6329, 0.7604], [6.3486, 1.7017, 1.3683], [4.2230, -0.9093, -1.4505], [6.3343, -1.0717, -2.7226]],
  "homo_energy_ev": [-5.545, -7.020],
  "gap_ev": [4.2, 5.7],
  "fmax_ev_per_a": 3.2,
  "spin_multiplicity": 2
}

***

{
  "formula": "C22H38IrP2",
  "method": "ωB97M-V/def2-TZVPD",
  "elements": ["P", "P", "C", "C", "H", "H", "H", "H", "C", "H", "H", "H", "C", "H", "H", "H", "C", "H", "H", "H", "C", "H", "H", "H", "Ir", "C", "C", "C", "C", "C", "C", "C", "C", "C", "H", "H", "H", "H", "H", "H", "H", "H", "H", "H", "H", "H", "H", "H", "H", "C", "C", "C", "C", "C", "C", "C", "H", "H", "H", "H", "H", "H", "H"],
  "positions_angstrom": [[-0.5833, -1.9408, -1.6524], [0.5408, 1.4517, -2.4268], [-1.1083, -0.8413, -3.0863], [-0.1152, 0.1860, -3.6371], [-2.0665, -0.3622, -2.8351], [-1.3336, -1.5547, -3.8901], [0.7605, -0.3086, -4.0900], [-0.5953, 0.7441, -4.4513], [-0.4673, 2.8965, -3.3537], [-0.3742, 3.8393, -2.7937], [-1.5312, 2.6315, -3.4171], [-0.0850, 3.0449, -4.3672], [1.9877, 2.5130, -3.1177], [1.8705, 2.5985, -4.2063], [2.9820, 2.0917, -2.9271], [1.9765, 3.5164, -2.6663], [-2.0584, -2.7942, -0.9803], [-1.8097, -3.3952, -0.0897], [-2.4477, -3.4801, -1.7523], [-2.8702, -2.0978, -0.7224], [0.1793, -3.2992, -2.6636], [1.0998, -2.9424, -3.1548], [-0.5143, -3.6010, -3.4642], [0.4004, -4.1769, -2.0499], [-0.7335, -0.9428, 3.0997], [0.4615, 2.4336, -0.7559], [-0.7128, 1.6619, -1.1893], [-0.9481, 0.3548, -0.4238], [0.2092, -0.6600, -0.2331], [1.1262, -1.0853, -1.5603], [1.8088, 0.2068, -1.8721], [2.5218, 0.8580, -0.6768], [1.6230, 1.9336, 0.0540], [0.0440, -2.6975, 2.8174], [0.4348, 3.5207, -0.8749], [-1.6403, 2.1936, -1.4343], [-1.8132, -0.1456, -0.8984], [-1.3585, 0.5789, 0.5683], [0.9458, -0.2805, 0.4795], [-0.1217, -1.4995, 0.4126], [1.8725, -1.8310, -1.2192], [2.5021, 0.0843, -2.7198], [3.4087, 1.4006, -1.0317], [2.8601, 0.1167, 0.0684], [1.3152, 1.5791, 1.0514], [2.2793, 2.8040, 0.2835], [1.0999, -2.5251, 3.0508], [-0.0524, -3.0792, 1.7934], [-0.3459, -3.4149, 3.5515], [-1.3019, 1.1382, 2.6434], [-1.0214, 0.8713, 4.0163], [0.3629, 0.6030, 4.2919], [0.6896, 0.0420, 5.5405], [-0.2867, -0.5661, 6.3122], [-1.5985, -0.6417, 5.8549], [-1.9742, 0.0187, 4.6733], [-2.3490, 1.3334, 2.4195], [-0.5612, 1.7548, 2.1042], [1.1033, 1.1159, 3.6615], [1.7150, 0.1423, 5.8960], [-0.0254, -0.9785, 7.2877], [-2.3563, -1.1873, 6.4244], [-3.0202, 0.0699, 4.3284]],
  "homo_energy_ev": [-11.162, -13.209],
  "gap_ev": [4.5, 4.0],
  "fmax_ev_per_a": 7.8,
  "spin_multiplicity": 6,
  "e_above_lowest_kcal_mol": 142.6,
  "charge": 2
}